Entry 1:
The following is a DFT calculation (the ωB97M-V functional and the def2-TZVPD basis) of a molecular structure, C30H35CuNO3P2.

Summary:
- HOMO (alpha / beta) (eV) = -14.14 / -14.30
- net charge = +2
- LUMO (alpha / beta) (eV) = -5.354 / -8.551
- 2S+1 = 2
- relative energy (zero: lowest compared OMol25 entry of this formula, charge and spin) (eV) = 0.000
- frontier orbital gap (alpha / beta) (eV) = 8.78 / 5.75
- E_tot (hartree) = -3767.2618

Positions of all 72 atoms, in Å:
Cu: -9.9561 -4.6980 19.3585
C: -9.7554 -2.5672 21.7543
O: -9.5462 -3.9724 21.4235
C: -9.6004 -4.8900 22.5000
C: -9.2414 -6.2633 22.0223
O: -9.9101 -6.6081 20.8039
C: -11.1045 -7.4243 20.9029
C: -12.3056 -6.5735 21.0307
O: -12.1926 -5.5254 20.1073
C: -13.3362 -4.6608 20.0071
H: -9.1602 -2.2753 22.6440
H: -10.8263 -2.3838 21.9428
H: -9.4388 -2.0010 20.8853
H: -10.5956 -4.8856 22.9761
H: -8.9041 -4.5975 23.2974
H: -9.4731 -6.9709 22.8198
H: -8.1483 -6.3481 21.8490
H: -11.0636 -8.1759 21.7262
H: -11.1404 -8.0220 19.9796
H: -12.4437 -6.2248 22.0623
H: -13.1908 -7.2187 20.8266
H: -14.2544 -5.2269 19.8295
H: -13.1350 -3.9955 19.1653
H: -13.4168 -4.0534 20.9290
N: -8.3552 -3.9394 17.0263
P: -7.7524 -5.1037 18.2126
C: -6.0107 -4.6610 18.3790
C: -5.5009 -3.3858 18.0530
C: -4.1428 -3.1875 17.8101
C: -3.2244 -4.1997 18.1272
C: -3.7167 -5.4380 18.5971
C: -5.0868 -5.6815 18.7014
C: -7.7642 -6.6072 17.2570
C: -7.5665 -6.4690 15.8743
C: -7.6504 -7.6123 15.0753
C: -8.0483 -8.8473 15.6050
C: -8.2583 -8.9458 16.9916
C: -8.0928 -7.8426 17.8202
P: -10.0779 -3.6948 17.3452
C: -10.3778 -2.0202 16.7486
C: -9.3607 -1.0473 16.6412
C: -9.6212 0.1385 15.9639
C: -10.9018 0.4421 15.4862
C: -11.9758 -0.4536 15.7109
C: -11.6992 -1.6855 16.3283
C: -10.8484 -4.7732 16.1408
C: -10.4405 -4.5732 14.8200
C: -10.9035 -5.4587 13.8235
C: -11.8176 -6.4708 14.1371
C: -12.2597 -6.5986 15.4686
C: -11.8065 -5.7505 16.4929
H: -7.8512 -3.0510 17.1165
H: -6.1673 -2.5371 17.9589
H: -3.8105 -2.2298 17.4236
H: -2.1787 -4.0287 18.0047
H: -3.0547 -6.2216 18.8987
H: -5.4646 -6.6510 19.0143
H: -7.3411 -5.4705 15.4736
H: -7.4248 -7.5362 14.0086
H: -8.2043 -9.6718 14.9547
H: -8.6371 -9.8465 17.4618
H: -8.2187 -7.9410 18.8956
H: -8.3741 -1.2057 17.1134
H: -8.7991 0.8649 15.8841
H: -11.1095 1.3958 15.0200
H: -12.9823 -0.1792 15.4243
H: -12.4803 -2.4445 16.4280
H: -9.7007 -3.7873 14.5957
H: -10.5844 -5.3303 12.7874
H: -12.1573 -7.1484 13.3738
H: -12.9928 -7.3609 15.7303
H: -12.1625 -5.8684 17.5158

Entry 2:
The following is a DFT calculation (the ωB97M-V functional and the def2-TZVPD basis) of 4 unconnected molecules or ions with the total composition CH10O4.

Summary:
- HOMO (eV) = -10.89
- net charge = 0
- LUMO (eV) = 0.392
- relative energy (zero: lowest compared OMol25 entry of this formula, charge and spin) (eV) = 0.488
- frontier orbital gap (eV) = 11.28
- E_tot (hartree) = -345.0374

Positions of all 15 atoms, in Å:
C: 1.5774 -0.9981 -0.3389
O: 0.4621 -1.0513 -1.2209
H: 1.7030 -1.9271 0.2203
H: 1.4660 -0.1920 0.3784
H: 2.5255 -0.8840 -0.8705
H: 0.7034 -1.5509 -2.0042
O: -1.4590 1.5981 1.6385
H: -1.1943 2.5207 1.5502
H: -1.6112 1.3391 0.7215
O: -0.8628 -1.4422 1.3922
H: -0.8335 -1.1723 0.4689
H: -1.2161 -0.7041 1.9003
O: -0.4124 1.7572 -1.0125
H: -0.8188 1.8355 -1.8790
H: -0.0294 0.8714 -0.9445

Entry 3:
The following is a DFT calculation (the ωB97M-V functional and the def2-TZVPD basis) of a molecular structure, C33H26N4PPtSe.

Summary:
- HOMO (alpha / beta) (eV) = -16.27 / -16.27
- net charge = +3
- LUMO (alpha / beta) (eV) = -11.905 / -11.910
- frontier orbital gap (alpha / beta) (eV) = 4.36 / 4.36
- E_tot (hartree) = -4353.2271

Positions of all 66 atoms, in Å:
Pt: -0.9893 -0.3901 -0.2495
C: 3.4313 2.3078 0.3072
C: 3.9979 1.1049 -0.3539
C: 5.3126 1.1463 -0.8393
C: 5.8745 0.0645 -1.4902
C: 5.1226 -1.0930 -1.6747
C: 3.8123 -1.1609 -1.2163
C: 3.2605 -0.0839 -0.5260
P: 1.5579 -0.2202 0.0992
C: 0.7981 -1.6216 -0.8880
C: 0.4815 -1.2339 -2.2291
C: 0.2963 -2.1842 -3.2187
C: 0.4172 -3.5355 -2.9013
C: 0.6773 -3.9267 -1.5954
C: 0.8477 -3.0102 -0.5593
C: 1.1293 -3.5147 0.8135
C: 1.6219 -0.5882 1.8596
C: 2.8434 -0.6149 2.5409
C: 2.8675 -0.8240 3.9061
C: 1.6750 -0.9894 4.6028
C: 0.4618 -0.9724 3.9329
C: 0.4035 -0.7475 2.5553
C: -0.9235 -0.6780 1.8917
H: 4.0292 2.5789 1.1798
H: 2.3956 2.1443 0.6134
H: 3.4847 3.1683 -0.3653
H: 5.8768 2.0595 -0.7067
H: 6.8868 0.1203 -1.8629
H: 5.5522 -1.9452 -2.1765
H: 3.2351 -2.0611 -1.3747
H: 0.5353 -0.1816 -2.5082
H: 0.1039 -1.8771 -4.2358
H: 0.3241 -4.2829 -3.6748
H: 0.7649 -4.9810 -1.3682
H: 1.3021 -4.5876 0.7964
H: 0.2868 -3.3268 1.4791
H: 2.0083 -3.0348 1.2430
H: 3.7693 -0.5130 1.9953
H: 3.8094 -0.8533 4.4283
H: 1.6915 -1.1161 5.6738
H: -0.4531 -1.1050 4.4912
H: -1.5039 0.1610 2.2995
H: -1.4979 -1.6015 2.0516
Se: -7.0925 4.4503 -0.0945
N: -6.8995 2.7148 -0.2341
C: -5.6315 2.4040 -0.3683
C: -5.1067 1.0721 -0.4891
C: -5.9036 -0.0766 -0.5531
C: -5.2973 -1.3152 -0.6592
C: -3.9087 -1.3837 -0.6945
N: -3.1466 -0.3001 -0.6407
C: -3.7038 0.9197 -0.5403
C: -2.8150 2.0618 -0.5278
N: -1.4923 1.8330 -0.6152
C: -0.6521 2.8510 -0.7254
C: -1.0735 4.1770 -0.7219
C: -2.4204 4.4495 -0.5658
C: -3.3203 3.3809 -0.4741
C: -4.7431 3.5491 -0.3575
N: -5.3565 4.6997 -0.2154
H: -6.9774 0.0281 -0.5239
H: -5.8801 -2.2204 -0.7202
H: -3.4022 -2.3370 -0.7929
H: 0.3976 2.6078 -0.8479
H: -0.3557 4.9729 -0.8432
H: -2.7956 5.4625 -0.5414

Entry 4:
The following is a DFT calculation (the ωB97M-V functional and the def2-TZVPD basis) of a molecular structure, C8H12AgO5.

Summary:
- HOMO (alpha / beta) (eV) = -15.18 / -15.18
- net charge = +2
- LUMO (alpha / beta) (eV) = -7.686 / -9.164
- 2S+1 = 2
- relative energy (zero: lowest compared OMol25 entry of this formula, charge and spin) (eV) = 1.568
- frontier orbital gap (alpha / beta) (eV) = 7.50 / 6.02
- E_tot (hartree) = -834.3402

Positions of all 26 atoms, in Å:
O: -1.5504 -3.5322 -0.6788
C: -1.0027 -1.7468 -1.6097
O: 0.1272 -1.0826 -1.8064
O: -1.5559 -2.0956 -2.6455
Ag: -2.6106 -4.7818 -3.1744
C: -2.6508 -2.4989 0.2710
C: -2.0598 -1.2230 -0.1339
H: -2.4603 -2.7434 1.3208
H: -3.6803 -2.6241 -0.0867
H: -2.7637 -0.4748 -0.5128
H: -1.3634 -0.8495 0.6289
C: 1.0143 -0.6942 -0.8175
C: 1.1774 0.5969 -0.5484
C: 2.0846 1.0676 0.5503
C: 1.4672 2.0485 1.5214
O: 1.3093 3.3735 0.8437
C: 2.0014 4.3472 1.1429
O: 1.8359 5.5007 0.6862
H: 1.5680 -1.4992 -0.3325
H: 0.5966 1.3380 -1.1036
H: -1.6384 -4.3923 -0.2587
H: 2.9931 1.5211 0.1250
H: 2.4190 0.2171 1.1614
H: 2.0995 2.2187 2.3975
H: 0.4467 1.7911 1.8180
H: 2.1960 6.2179 1.2420

Look up the E_tot of the third one.
-4353.2271 hartree

The lowest net charge belongs to which entry?
CH10O4

Which formula does entry 4 have?
C8H12AgO5

Which of these has the lowest net charge?
CH10O4